# 1
The following is a quantum chemistry calculation of a molecular structure, C41H37Cl2CoN5O4 at a distorted geometry, from the Open Molecules 2025 dataset.

Last column: Mulliken spin population.
Atoms and positions in Å:
Co: 0.26568 0.42703 0.32040  0.97
C: 0.22507 -1.78784 -2.15397  0.00
C: -1.16623 -1.17222 -2.31893  0.01
C: -2.05870 -1.16454 -1.10887  -0.01
C: -3.32830 -1.72736 -1.22141  0.00
C: -4.22493 -1.61744 -0.17472  0.00
C: -3.82377 -0.94526 0.96673  0.00
C: -2.53157 -0.45311 1.01824  0.00
N: -1.66762 -0.56788 0.01763  -0.02
N: 1.17873 -0.90609 -1.49273  0.04
C: 1.71680 0.10018 -2.39065  -0.02
C: 2.30986 1.24736 -1.61514  0.01
C: 2.94105 2.28042 -2.29202  0.00
C: 3.45855 3.34581 -1.57471  0.00
C: 3.35662 3.31363 -0.19272  0.00
C: 2.73086 2.23368 0.40551  0.00
N: 2.20554 1.22334 -0.28403  0.00
C: 2.26428 -1.67377 -0.90101  0.01
C: 1.82886 -2.30594 0.38747  0.00
C: 2.57006 -3.33143 0.96085  0.00
C: 2.12693 -3.89769 2.14349  0.00
C: 0.93778 -3.43550 2.68818  0.00
C: 0.27154 -2.40087 2.04814  0.00
N: 0.71680 -1.83219 0.93518  -0.01
H: 0.59236 -2.05621 -3.16050  0.00
H: 0.14908 -2.70522 -1.56758  0.00
H: -1.67936 -1.70960 -3.11669  0.00
H: -1.05023 -0.13519 -2.63509  0.00
H: -3.60168 -2.24850 -2.12743  0.00
H: -5.21364 -2.04384 -0.24964  0.00
H: -4.49391 -0.79402 1.79729  0.00
H: -2.18849 0.07118 1.89903  0.00
H: 0.91304 0.50445 -3.00886  0.00
H: 2.47924 -0.32814 -3.06749  0.00
H: 3.00623 2.24361 -3.36831  0.00
H: 3.93276 4.17507 -2.07911  0.00
H: 3.76542 4.10892 0.40952  0.00
H: 2.64585 2.16725 1.48223  0.00
H: 3.08692 -0.99462 -0.66667  0.00
H: 2.64037 -2.44619 -1.59309  0.00
H: 3.47521 -3.67257 0.48153  0.00
H: 2.69027 -4.68474 2.62706  0.00
H: 0.53946 -3.85527 3.60016  0.00
H: -0.65791 -2.01723 2.44722  0.00
Cl: -2.74740 3.16888 6.56161  0.00
C: -1.81903 2.39905 5.31680  0.00
C: -1.26936 1.14107 5.57627  0.00
C: -0.53376 0.51046 4.60977  0.00
Cl: 0.15862 -1.02700 4.97516  0.00
C: -0.29052 1.06885 3.30992  0.00
O: 0.36497 0.43681 2.43045  0.01
C: -0.84864 2.37962 3.11550  0.00
C: -0.57656 3.05129 1.87614  0.00
O: 0.12046 2.61945 0.96865  0.01
C: -1.60778 3.01317 4.10925  0.00
H: -1.44823 0.66350 6.52569  0.00
H: -1.02165 4.05969 1.77908  0.00
H: -2.02042 3.99128 3.90806  0.00
C: -7.44466 -1.28469 -2.86214  0.00
C: -6.96334 -0.06718 -2.12407  0.00
C: -7.65747 0.32429 -0.98922  0.00
C: -7.24062 1.41794 -0.25286  0.00
C: -6.13131 2.11998 -0.65829  0.00
C: -5.41377 1.75277 -1.80504  0.00
N: -4.26704 2.50858 -2.01719  0.00
C: -3.34863 2.55611 -3.04377  0.00
C: -3.69306 2.81449 -4.37618  0.00
C: -2.71950 2.89456 -5.35025  0.00
C: -1.37413 2.77845 -5.02524  0.00
C: -1.01377 2.58850 -3.70612  0.00
C: -1.98032 2.46456 -2.71547  0.00
C: -1.55355 2.09599 -1.31929  0.00
O: -2.28911 2.30027 -0.34601  0.00
O: -0.43484 1.50652 -1.28411  -0.01
C: -5.82886 0.63533 -2.54752  0.00
C: -5.05344 0.14899 -3.73917  0.00
H: -8.34258 -1.67654 -2.38938  0.00
H: -6.69155 -2.07382 -2.85918  0.00
H: -7.67867 -1.04669 -3.89850  0.00
H: -8.51646 -0.24649 -0.66965  0.00
H: -7.77642 1.70882 0.63723  0.00
H: -5.77537 2.95948 -0.07913  0.00
H: -3.77737 2.69160 -1.12960  0.00
H: -4.73249 2.95541 -4.63326  0.00
H: -3.00276 3.06332 -6.37871  0.00
H: -0.61549 2.84905 -5.79050  0.00
H: 0.02606 2.54455 -3.40857  0.00
H: -5.39015 0.63544 -4.65513  0.00
H: -5.17338 -0.92122 -3.87552  0.00
H: -3.99371 0.35584 -3.62053  0.00

Output
energy above the lowest of the compared OMol25 structures with the same formula, charge and spin: 56.65 kJ/mol
E_HOMO (spin up / spin down): -0.26119 / -0.26117 hartree
2S+1: 2
F_max: 2.58 eV/Å
LUMO (spin up / spin down): 0.0021 / 0.0134 Ha
total charge: 0
HOMO-LUMO gap (spin up / spin down): 7.2 / 7.5 eV
calculated total energy: -4462.53502 Eh

---

# 2
The following is a quantum chemistry calculation of a molecular structure, C28H27N4O11STl, from the Open Molecules 2025 dataset.

Last column: Löwdin charge in e.
Atoms and positions in Å:
Tl: -1.62550 0.42617 0.44141  1.05
O: -1.99951 -3.83868 -1.06228  -0.02
C: -2.02722 -2.61048 -0.86348  -0.64
O: -2.35893 -1.99029 0.17325  -0.05
C: -1.61484 -1.72361 -2.04890  -0.17
C: -1.37124 -2.25258 -3.30717  -0.01
C: -1.01148 -1.39425 -4.33484  -0.06
C: -0.92294 -0.03460 -4.07813  -0.01
C: -1.18914 0.41733 -2.79325  -0.16
N: -1.52168 -0.42061 -1.81724  0.12
C: -1.20516 1.91943 -2.45849  -0.63
O: -0.76235 2.68454 -3.32401  -0.01
O: -1.73111 2.19934 -1.34838  -0.09
H: -1.47970 -3.31903 -3.44615  0.11
H: -0.82293 -1.78107 -5.33027  0.09
H: -0.64941 0.68955 -4.83194  0.11
C: -4.90609 1.64785 -1.24440  0.02
C: -4.93579 1.01979 0.10140  -0.32
N: -3.94372 0.37348 0.66240  0.10
C: -4.33685 0.04370 1.93390  -0.12
C: -5.61847 0.47695 2.13629  -0.07
N: -5.97553 1.08560 0.96568  0.18
C: -6.59904 0.38995 3.27804  -0.60
O: -6.19217 -0.23530 4.30069  0.00
O: -7.69987 0.92489 3.08842  -0.01
C: -3.37897 -0.53830 2.89344  -0.47
O: -3.87079 -0.91948 4.04467  0.11
O: -2.18973 -0.64091 2.62902  0.03
H: -3.91781 2.09120 -1.38061  0.07
H: -5.67315 2.41682 -1.32986  0.08
H: -5.05062 0.89686 -2.02395  0.09
H: -6.86983 1.53255 0.85015  0.16
H: -4.88279 -0.64440 4.15191  0.02
C: -1.53941 3.34339 1.54843  -0.32
O: -2.26816 2.17228 1.68360  -0.38
H: -0.53912 3.19125 1.11228  0.03
H: -1.39483 3.81854 2.53883  0.06
H: -2.04793 4.08161 0.90012  0.06
C: 1.18185 -5.30388 0.37255  -0.08
N: 0.76873 -3.95050 0.66943  -0.14
C: -0.21987 -3.78837 1.72979  -0.03
C: 0.98729 -2.92216 -0.19620  -0.49
C: 1.84902 -3.22905 -1.41070  0.01
O: 0.56623 -1.79400 -0.00821  0.01
H: 1.00090 -5.91662 1.25352  0.08
H: 2.24747 -5.34522 0.13737  0.08
H: 0.62185 -5.72781 -0.46833  0.09
H: 0.17378 -4.17856 2.67159  0.08
H: -1.14652 -4.29628 1.45492  0.09
H: -0.45195 -2.73342 1.83550  0.08
H: 2.88655 -3.39417 -1.11178  0.08
H: 1.80665 -2.35886 -2.06044  0.08
H: 1.48912 -4.10914 -1.94373  0.07
C: 8.56796 3.41229 -1.36008  -0.09
C: 7.88983 2.37630 -0.50774  -0.73
O: 7.73739 1.22739 -0.80550  0.04
S: 7.27471 3.06800 1.05209  0.96
C: 5.59457 2.45034 1.03059  -0.54
C: 5.29563 1.09801 1.11475  -0.10
C: 3.97370 0.69211 1.03047  -0.02
C: 2.93960 1.62290 0.87783  -0.23
C: 3.26445 2.98230 0.79654  -0.02
C: 4.58336 3.39217 0.86723  -0.12
C: 1.58230 1.20202 0.79431  -0.10
C: 0.42995 0.84010 0.73231  -0.05
H: 9.19184 2.94375 -2.12051  0.08
H: 9.14952 4.09768 -0.74542  0.06
H: 7.77825 3.98621 -1.84859  0.09
H: 6.08378 0.36665 1.22283  0.10
H: 3.71848 -0.35818 1.07981  0.12
H: 2.47260 3.70605 0.65899  0.12
H: 4.83476 4.44248 0.79422  0.09

Output
energy above the lowest of the compared OMol25 structures with the same formula, charge and spin: 191.13 kJ/mol
E_HOMO: -0.09402 hartree
2S+1: 1
F_max: 0.83 eV/Å
LUMO: 0.1210 Ha
total charge: -2
HOMO-LUMO gap: 5.9 eV
calculated total energy: -2700.65656 Eh

---

# 3
The following is a quantum chemistry calculation of 2 unconnected molecules or ions with the total composition CHINOS at a distorted geometry, from the Open Molecules 2025 dataset.

Last column: Löwdin charge in e.
Atoms and positions in Å:
C: 4.12647 0.36196 -0.34203  -0.51
N: 3.02956 0.77446 -0.21850  -0.52
O: 5.30049 0.22666 -0.48358  0.00
S: 1.39129 0.61953 -0.02743  0.12
I: -2.84873 0.22076 -0.13904  0.35
H: -1.29422 0.37388 0.02737  -0.45

Output
energy above the lowest of the compared OMol25 structures with the same formula, charge and spin: 80.51 kJ/mol
E_HOMO: -0.10837 hartree
2S+1: 1
F_max: 1.50 eV/Å
LUMO: 0.0980 Ha
total charge: -1
HOMO-LUMO gap: 5.6 eV
calculated total energy: -864.62386 Eh

---

# 4
The following is a quantum chemistry calculation of a single C2H7N3S molecule at a distorted geometry, from the Open Molecules 2025 dataset.

Last column: Löwdin charge in e.
Atoms and positions in Å:
C: -0.87836 -0.82095 0.47562  -0.03
N: 0.26395 -0.25509 -0.59038  -0.28
N: 0.30309 -0.89240 -1.83094  -0.01
C: 1.01457 0.82642 -0.40983  -0.28
N: 0.75132 1.64876 0.65928  -0.38
S: 0.01243 1.24309 2.20204  0.73
H: -0.71554 -1.84044 0.76757  0.05
H: -0.75617 -0.27654 1.45602  -0.12
H: -1.90562 -0.43521 -0.22559  0.17
H: -0.50149 -0.64154 -2.40859  0.07
H: 0.24520 -2.02962 -1.63564  0.16
H: 1.72566 1.25675 -1.27182  0.16
H: 0.44096 2.21679 2.81225  -0.23

Output
energy above the lowest of the compared OMol25 structures with the same formula, charge and spin: 468.59 kJ/mol
E_HOMO: -0.27947 hartree
2S+1: 1
F_max: 5.37 eV/Å
structure (SMILES): CN(N)/C=N\S
LUMO: 0.0272 Ha
total charge: 0
HOMO-LUMO gap: 8.3 eV
calculated total energy: -642.67418 Eh

---

# 5
The following is a quantum chemistry calculation of a molecular structure, C17H27CdN3O4PSSi at a distorted geometry, from the Open Molecules 2025 dataset.

Last column: Löwdin charge in e.
Atoms and positions in Å:
Cd: 0.05067 0.35572 -0.05744  1.25
C: -3.14282 -5.88246 -1.45990  -0.18
Si: -2.15220 -4.63689 -0.42916  0.56
C: -0.38971 -5.28968 -0.12968  -0.17
C: -3.12856 -4.27398 1.15829  -0.19
C: -1.90348 -3.06614 -1.48945  -0.25
C: -2.24613 -3.01845 -2.83036  -0.06
C: -1.91879 -1.91794 -3.61696  -0.05
C: -1.17659 -0.90448 -3.04478  -0.14
N: -0.84725 -0.91621 -1.75373  -0.11
C: -1.24299 -1.94136 -0.97943  -0.81
S: -0.87855 -1.75669 0.70683  0.51
H: -3.24390 -6.80791 -0.90530  0.03
H: -2.66091 -6.12714 -2.39909  0.03
H: -4.14458 -5.52901 -1.67667  0.03
H: -0.41846 -6.24961 0.37497  0.03
H: 0.19343 -4.61057 0.48488  0.01
H: 0.13844 -5.43025 -1.06931  0.03
H: -3.33650 -5.20312 1.67967  0.03
H: -4.08310 -3.80433 0.93817  0.03
H: -2.58649 -3.62871 1.84122  -0.02
H: -2.76157 -3.85933 -3.26640  0.10
H: -2.22389 -1.86711 -4.64903  0.11
H: -0.81663 -0.05962 -3.61685  0.11
N: 3.07592 3.08059 6.27301  0.19
C: 3.57116 3.09535 5.02089  -0.50
O: 4.60979 3.64997 4.74086  0.09
C: 2.77348 2.39112 3.94668  -0.09
C: 3.36706 2.28071 2.68905  0.03
C: 2.67210 1.67723 1.65896  -0.15
N: 1.44289 1.18370 1.80377  -0.06
C: 0.87263 1.27811 3.00221  -0.13
C: 1.49309 1.86950 4.09287  0.01
H: 3.62980 3.54052 6.98048  0.13
H: 2.23061 2.62198 6.55729  0.10
H: 4.35760 2.67828 2.53579  0.13
H: 3.11161 1.58455 0.67249  0.10
H: -0.12501 0.85863 3.09128  0.11
H: 0.96031 1.92277 5.02729  0.11
C: 0.89494 5.53725 -1.41539  -0.10
O: 0.63364 4.24951 -1.97064  -0.34
P: 0.60458 2.89514 -1.08228  0.77
O: -0.99205 2.53660 -0.99781  -0.44
C: -1.86529 2.89811 -2.08287  -0.09
O: 0.92252 1.86218 -2.31382  -0.42
C: 2.26687 1.59813 -2.69621  -0.12
H: 0.86424 6.24434 -2.24418  0.10
H: 1.88204 5.56422 -0.95201  0.09
H: 0.14130 5.82084 -0.67930  0.09
H: -2.42309 3.79139 -1.80620  0.10
H: -2.56112 2.07493 -2.23700  0.09
H: -1.30184 3.08526 -2.99759  0.09
H: 2.24581 1.25890 -3.73177  0.10
H: 2.68219 0.79910 -2.06858  0.08
H: 2.88279 2.49634 -2.62777  0.09

Output
energy above the lowest of the compared OMol25 structures with the same formula, charge and spin: 106.21 kJ/mol
E_HOMO: -0.39509 hartree
2S+1: 1
F_max: 1.35 eV/Å
LUMO: -0.1236 Ha
total charge: +1
HOMO-LUMO gap: 7.4 eV
calculated total energy: -2325.89261 Eh

---

# 6
The following is a quantum chemistry calculation of a molecular structure, CH14Ba3O10 at a distorted geometry, from the Open Molecules 2025 dataset.

Last column: Mulliken spin population.
Atoms and positions in Å:
Ba: -1.92494 2.50097 0.90847  0.37
Ba: 2.32804 0.85322 2.81912  0.30
Ba: -0.56133 -2.95963 0.60223  -0.07
C: 0.30724 0.11202 0.40089  1.16
O: 0.60445 1.27490 0.52487  -0.12
O: -0.77212 -0.17517 -0.16069  -0.39
O: 1.12967 -0.75326 0.79415  -0.26
O: -0.79922 0.96949 -2.75077  0.02
H: -0.88831 0.67367 -1.84479  0.02
H: -0.79205 0.16336 -3.26684  0.00
O: -1.43510 -1.58425 2.74186  -0.10
H: -1.96531 -1.77676 3.51518  0.01
H: -1.20944 -0.65823 2.83004  0.05
O: -2.88658 -1.73141 -0.46675  -0.01
H: -3.11536 -1.93335 -1.37401  0.00
H: -2.25289 -1.01701 -0.53237  0.02
O: 3.81223 2.13085 0.95093  -0.01
H: 4.70880 2.21519 0.62648  0.00
H: 3.27515 2.07594 0.16050  0.00
O: 2.81333 -1.93879 -1.47033  0.00
H: 2.68874 -1.20541 -0.86795  0.00
H: 3.24919 -1.55359 -2.23051  0.00
O: -3.94980 0.50542 0.80978  -0.01
H: -3.57897 -0.37477 0.87295  -0.02
H: -4.85157 0.40846 1.11579  0.00
O: 2.38055 1.41389 -1.55677  0.01
H: 1.69766 1.46255 -0.88780  0.03
H: 1.98792 0.90170 -2.26369  0.00

Output
energy above the lowest of the compared OMol25 structures with the same formula, charge and spin: 0.00 kJ/mol
E_HOMO (spin up / spin down): -0.49763 / -0.69497 hartree
2S+1: 2
F_max: 6.77 eV/Å
LUMO (spin up / spin down): -0.3223 / -0.3495 Ha
total charge: +3
HOMO-LUMO gap (spin up / spin down): 4.8 / 9.4 eV
calculated total energy: -874.66328 Eh